1.
ORCA calculation (ωB97M-V/def2-TZVPD) on a 2-piece molecular cluster, C4H7N4OS overall.

The total energy is -848.8953 hartree. The calculation puts the HOMO energy (alpha / beta) at -2.825 / -5.352 eV. The calculation puts the HOMO-LUMO gap (alpha / beta) at 6.27 / 6.79 eV. The expectation value of S² is 2.01. As for the spin multiplicity: 3. Its charge is -1.

Last column: Löwdin spin population.
Element x y z (Å)
C  -1.623  2.426  -0.458  0.00
C  1.651  -0.366  0.868  0.67
C  0.570  -2.302  -0.360  0.02
C  0.434  -0.951  0.355  0.10
N  -1.820  1.098  -0.247  0.02
N  -1.767  3.142  0.650  0.00
N  -2.194  1.077  1.061  0.00
N  -2.176  2.251  1.572  0.00
O  1.822  -0.363  -2.118  0.45
S  0.880  0.200  -1.058  0.61
H  -1.302  2.743  -1.383  0.00
H  1.887  0.423  1.513  0.05
H  2.518  -0.538  0.424  0.05
H  -0.355  -2.609  -0.898  0.00
H  0.690  -3.187  0.334  0.00
H  1.315  -2.260  -1.016  0.00
H  -0.531  -0.785  0.761  0.00



2.
ORCA calculation (ωB97M-V/def2-TZVPD) on C25H38N4O4S in the gas phase.

The total energy is -1893.6310 hartree. The calculation puts the HOMO energy at -8.069 eV. The calculation puts the HOMO-LUMO gap at 7.99 eV. The SMILES is CCCCN(CCCC)CCNC(=O)c1cn(C)c2ccc(S(=O)(=O)N3CCCC3)cc2c1=O. Its charge is 0.

Last column: natural (NBO) charge in e.
Element x y z (Å)
C  -6.019  -4.073  -1.872  -0.60
C  -5.646  -3.407  -0.554  -0.39
C  -4.956  -2.063  -0.774  -0.40
C  -4.587  -1.388  0.548  -0.20
N  -3.836  -0.171  0.325  -0.47
C  -2.890  0.150  1.377  -0.20
C  -1.579  -0.621  1.203  -0.41
C  -0.459  -0.031  2.056  -0.39
C  0.861  -0.757  1.826  -0.61
C  -4.626  0.951  -0.149  -0.23
C  -4.092  1.458  -1.503  -0.22
N  -2.672  1.704  -1.448  -0.61
C  -2.160  2.790  -0.853  0.67
O  -2.824  3.741  -0.465  -0.67
C  -0.668  2.781  -0.694  -0.32
C  -0.131  3.884  -0.107  0.14
N  1.175  4.060  0.170  -0.35
C  1.615  5.285  0.799  -0.40
C  2.074  3.072  -0.156  0.18
C  3.446  3.206  0.117  -0.26
C  4.324  2.205  -0.227  -0.14
C  3.862  1.057  -0.858  -0.34
S  5.042  -0.224  -1.268  2.32
O  4.520  -1.001  -2.356  -0.93
O  6.332  0.388  -1.417  -0.94
N  5.026  -1.085  0.177  -0.67
C  6.322  -1.511  0.680  -0.23
C  6.413  -2.987  0.301  -0.42
C  4.982  -3.461  0.553  -0.42
C  4.126  -2.233  0.196  -0.24
C  2.528  0.901  -1.132  -0.14
C  1.611  1.897  -0.781  -0.10
C  0.185  1.675  -1.077  0.51
O  -0.201  0.627  -1.589  -0.63
H  -5.131  -4.245  -2.476  0.20
H  -6.700  -3.442  -2.439  0.20
H  -6.505  -5.029  -1.695  0.21
H  -6.547  -3.256  0.045  0.19
H  -4.982  -4.066  0.010  0.19
H  -4.041  -2.207  -1.352  0.20
H  -5.615  -1.411  -1.350  0.19
H  -3.958  -2.072  1.121  0.19
H  -5.504  -1.205  1.138  0.16
H  -2.665  1.217  1.320  0.20
H  -3.310  -0.046  2.379  0.17
H  -1.290  -0.579  0.153  0.22
H  -1.720  -1.671  1.466  0.19
H  -0.336  1.026  1.802  0.19
H  -0.732  -0.087  3.113  0.19
H  1.661  -0.301  2.406  0.20
H  1.131  -0.713  0.773  0.21
H  0.775  -1.802  2.116  0.20
H  -5.672  0.658  -0.275  0.19
H  -4.596  1.785  0.561  0.20
H  -4.270  0.715  -2.282  0.20
H  -4.598  2.393  -1.758  0.21
H  -2.041  0.929  -1.626  0.44
H  -0.808  4.684  0.167  0.24
H  2.082  5.077  1.763  0.21
H  0.755  5.931  0.961  0.23
H  2.329  5.809  0.161  0.21
H  3.825  4.094  0.595  0.22
H  5.381  2.294  -0.036  0.24
H  6.330  -1.385  1.768  0.19
H  7.096  -0.890  0.235  0.24
H  6.660  -3.074  -0.758  0.21
H  7.151  -3.530  0.888  0.22
H  4.715  -4.327  -0.048  0.22
H  4.854  -3.715  1.606  0.20
H  3.336  -2.059  0.932  0.20
H  3.674  -2.332  -0.792  0.23
H  2.168  0.018  -1.637  0.26



3.
ORCA calculation (ωB97M-V/def2-TZVPD) on C17H15NO2 in the gas phase.

The total energy is -862.0613 hartree. The calculation puts the HOMO energy at -8.970 eV. The calculation puts the HOMO-LUMO gap at 8.11 eV. The SMILES is CCCNc1cccc2c1C(=O)c1ccccc1C2=O. Its charge is 0.

Last column: natural (NBO) charge in e.
Element x y z (Å)
C  -2.747  -3.633  0.239  -0.61
C  -3.268  -2.267  0.674  -0.40
C  -2.255  -1.152  0.457  -0.22
N  -1.793  -1.061  -0.945  -0.66
C  -0.379  -1.054  -1.107  0.21
C  0.254  -2.245  -1.462  -0.20
C  1.632  -2.310  -1.614  -0.18
C  2.413  -1.178  -1.420  -0.19
C  1.802  0.011  -1.051  -0.04
C  0.408  0.085  -0.895  -0.18
C  -0.194  1.397  -0.519  0.54
O  -1.326  1.717  -0.825  -0.54
C  0.682  2.305  0.280  -0.05
C  0.125  3.238  1.146  -0.19
C  0.958  4.070  1.883  -0.19
C  2.340  3.993  1.731  -0.19
C  2.897  3.085  0.843  -0.16
C  2.068  2.227  0.128  -0.15
C  2.641  1.223  -0.812  0.53
O  3.732  1.366  -1.317  -0.51
H  -1.801  -3.851  0.742  0.20
H  -3.454  -4.419  0.502  0.21
H  -2.569  -3.658  -0.834  0.21
H  -4.206  -2.038  0.166  0.20
H  -3.469  -2.306  1.749  0.20
H  -1.395  -1.338  1.108  0.18
H  -2.674  -0.189  0.757  0.20
H  -2.149  -0.202  -1.341  0.40
H  -0.370  -3.112  -1.623  0.23
H  2.089  -3.249  -1.895  0.22
H  3.484  -1.220  -1.553  0.23
H  -0.950  3.309  1.237  0.23
H  0.521  4.779  2.572  0.22
H  2.985  4.647  2.302  0.22
H  3.968  3.029  0.698  0.24



Relative energy (zero: lowest compared OMol25 entry of this formula, charge and spin) list, top to bottom, in kcal/mol: 0.0, 6.9, 0.0
Maximum force list, top to bottom, in hartree/bohr: 0.1234, 0.0223, 0.0053